Arrangement 1

12
Properties=species:S:1:pos:R:3:mulliken_charge:R:1 method="wB97M-V/def2-TZVPD" mol_weight_g_mol=99.1 homo_ev=-9.682 charge=0 lumo_energy_ev=-0.6277
O -2.623 0.921 -0.070 -0.495
C -1.682 -0.064 0.222 -0.313
C -0.169 0.159 -0.157 0.568
N 0.478 1.223 -0.510 -0.408
N 2.252 0.500 -0.222 -0.351
C 1.828 -0.686 0.105 0.020
N 0.549 -0.977 0.073 -0.551
H -2.739 0.969 -1.026 0.323
H -1.949 -1.054 -0.183 0.296
H -1.696 -0.181 1.317 0.249
H 3.266 0.658 -0.018 0.259
H 2.485 -1.469 0.469 0.403

***

Arrangement 2

12
Properties=species:S:1:pos:R:3:mulliken_charge:R:1 method="wB97M-V/def2-TZVPD" mol_weight_g_mol=99.1 homo_ev=-8.794 charge=0 lumo_energy_ev=0.4940
O 1.102 -2.128 0.882 -0.460
C 0.773 -0.825 1.097 -0.166
C -0.325 -0.272 0.305 0.330
N -0.263 -0.596 -0.976 -0.631
N -0.382 0.614 -1.540 0.102
C -0.666 1.548 -0.603 -0.090
N -0.687 1.011 0.586 -0.489
H 0.910 -2.323 -0.049 0.357
H 1.612 0.330 0.197 0.168
H 0.749 -0.654 2.182 0.285
H -0.286 0.711 -2.536 0.193
H -0.836 2.587 -0.835 0.401

***

Question: which arrangement is favored energetically? Ranking from most to least stable: arrangement 1, arrangement 2.

***

Arrangement 1

12
Properties=species:S:1:pos:R:3:mulliken_charge:R:1 method="wB97M-V/def2-TZVPD" mol_weight_g_mol=99.1 homo_ev=-10.071 smiles=OCc1nc[nH]n1 charge=0 lumo_energy_ev=0.8793
O 0.131 -1.026 -2.301 -0.515
C 0.428 0.157 -1.590 -0.513
C 0.130 0.098 -0.119 0.676
N 1.110 0.063 0.827 -0.554
C 0.430 0.067 1.951 -0.065
N -0.890 0.092 1.691 0.210
N -1.101 0.118 0.361 -0.703
H -0.829 -1.091 -2.388 0.318
H -0.090 1.024 -2.020 0.246
H 1.501 0.316 -1.693 0.271
H 0.850 0.073 2.947 0.418
H -1.668 0.108 2.334 0.212

***

Arrangement 2

12
Properties=species:S:1:pos:R:3:mulliken_charge:R:1 method="wB97M-V/def2-TZVPD" mol_weight_g_mol=99.1 homo_ev=-7.619 smiles=Nc1c[nH]c(O)n1 charge=0 lumo_energy_ev=0.8646
N -0.450 -0.859 1.985 -0.480
C -0.415 -0.330 0.699 0.469
C -1.255 -0.139 -0.364 -0.734
N -0.402 0.325 -1.394 0.014
C 0.833 0.386 -0.871 0.350
O 1.902 0.792 -1.570 -0.521
N 0.880 0.019 0.370 -0.575
H -1.225 -0.680 2.604 0.249
H 0.456 -0.570 2.340 0.303
H -2.309 -0.302 -0.542 0.373
H -0.649 0.617 -2.323 0.192
H 2.636 0.740 -0.935 0.360

***

Question: which arrangement is favored energetically? Ranking from most to least stable: arrangement 2, arrangement 1.

***

Arrangement 1

12
Properties=species:S:1:pos:R:3:mulliken_charge:R:1 method="wB97M-V/def2-TZVPD" mol_weight_g_mol=99.1 homo_ev=-7.663 smiles=Nc1nc(O)c[nH]1 charge=0 lumo_energy_ev=0.7435
N -1.897 -0.660 0.954 -0.477
C -0.694 -0.267 0.372 0.246
N 0.413 -0.978 0.347 -0.664
C 1.324 -0.174 -0.294 0.575
O 2.588 -0.567 -0.579 -0.522
C 0.793 1.027 -0.640 -0.541
N -0.532 0.948 -0.211 -0.029
H -2.166 -1.608 0.721 0.250
H -2.657 -0.017 0.782 0.231
H 2.852 -1.246 0.053 0.357
H 1.207 1.885 -1.139 0.402
H -1.231 1.655 -0.365 0.171

***

Arrangement 2

12
Properties=species:S:1:pos:R:3:mulliken_charge:R:1 method="wB97M-V/def2-TZVPD" mol_weight_g_mol=99.1 homo_ev=-7.733 smiles="N/C(=N/[O-])C1=C[NH2+]1" charge=0 lumo_energy_ev=0.2979
N 1.110 1.129 1.129 -0.578
C 0.020 0.247 0.908 -0.294
N -0.812 -0.136 1.930 -0.212
O -1.729 -0.912 1.619 -0.437
C -0.301 -0.226 -0.342 0.723
C -0.990 -0.889 -1.239 -0.371
N 0.255 -0.164 -1.721 -0.202
H 0.775 1.991 1.550 0.285
H 1.765 0.722 1.794 0.289
H -1.403 -1.848 -1.495 0.257
H 1.163 -0.606 -1.872 0.269
H 0.147 0.692 -2.260 0.273

***

Question: which arrangement is favored energetically? Ranking from most to least stable: arrangement 1, arrangement 2.